C2H10N2S as an isolated structure at a distorted geometry, computed with wB97M-V/def2-TZVPD.

Calculated values
Total charge: 0
HOMO level, eV: -6.96
Kohn-Sham gap, eV: 7.6
E, Ha: -589.85951

Each line ends with the Löwdin charge.
Positions of all 15 atoms, in Å:
N1 -0.1833 1.1907 -1.7680  0.0992
H1 0.5452 1.6487 -2.2984  0.1001
H2 -0.2373 1.6490 -0.6933  -0.0969
H3 -1.0738 1.2055 -2.2401  0.0971
H4 0.0668 0.2155 -1.4699  0.0328
C1 -0.4080 -1.0092 0.6967  -0.3378
C2 0.0447 0.0191 1.7389  -0.6515
S1 -0.0680 1.7489 1.1136  0.3646
N2 0.5761 -1.0366 -0.4231  -0.0438
H5 -1.3641 -0.6409 0.3214  0.0889
H6 -0.5264 -1.9856 1.1711  0.1004
H7 1.0846 -0.1927 2.0039  0.0439
H8 -0.5607 -0.0225 2.6412  0.0433
H9 0.6229 -1.9862 -0.7596  0.0790
H10 1.4813 -0.8037 -0.0344  0.0807